13
Properties=species:S:1:pos:R:3:forces:R:3 method="wB97M-V/def2-TZVPD" orbital_gap_ev=8.7 total_charge=0 e_lumo_ev=-0.536 molar_mass_g_mol=118.2 e_homo_ha=-0.3389 relative_energy_kcal_mol=157.62
S 2.0799 0.0085 0.3963 -2.2092 4.7070 1.2276
O 0.4123 -1.4616 -0.8204 -0.7536 1.0211 0.2568
N -1.9737 0.4357 -0.0446 0.5954 -3.3033 2.6802
N -0.3226 1.9180 -0.2343 0.4272 4.7664 1.5426
C -0.7100 0.5731 -0.1814 -0.6449 3.4694 -0.2201
C -2.2857 -1.0112 0.4986 -0.2826 -0.1944 -0.6265
C 0.4231 -0.3851 -0.2370 2.4303 -2.5436 -1.2608
H 2.5333 -1.1092 0.1590 1.1407 -3.6035 -0.9334
H 0.4457 2.4738 -0.9018 -2.8729 -2.4757 2.5994
H -3.3666 -1.1147 -0.1662 3.3715 -1.0111 1.8837
H -0.9871 2.6157 0.5915 2.9039 -2.8688 -4.1090
H -1.0572 -1.5985 0.2312 -5.3802 0.5590 0.9656
H -2.6352 -1.2470 1.7802 1.2745 1.4773 -4.0060

---

13
Properties=species:S:1:pos:R:3:forces:R:3 method="wB97M-V/def2-TZVPD" orbital_gap_ev=8.1 total_charge=0 e_lumo_ev=-0.381 molar_mass_g_mol=118.2 e_homo_ha=-0.3124 relative_energy_kcal_mol=145.67
S -1.9479 -0.8900 0.0173 2.7304 0.6640 0.0683
O 1.9823 -1.1622 -0.6094 -0.1828 -7.0265 2.2991
N 0.0658 0.9736 0.2091 -1.8963 -0.7936 0.3327
N -0.5423 1.9479 -0.4008 -3.7864 5.7143 1.5130
C 1.1984 -0.5986 0.3844 0.5847 -1.0781 3.4304
C -0.3556 -0.2908 0.1922 -0.0927 -1.0018 0.0096
C 1.4624 0.8933 0.3205 0.2505 0.1410 -0.1238
H 1.8181 1.5584 1.2029 0.2101 -1.4236 -1.8675
H -0.8476 1.6786 -1.2792 -0.6656 -0.7990 -2.2436
H 1.8828 0.8421 -0.6999 0.7279 1.8395 0.5477
H -1.4526 2.3019 0.0876 2.2710 -0.9204 -0.7694
H 1.3868 -0.8562 1.4618 0.0070 -0.9769 -1.0492
H 2.0248 -2.4610 -0.2156 -0.1577 5.6610 -2.1472